Computed, not measured: a structure of composition C32H34CrGe2N3, with ωB97M-V/def2-TZVPD.

Orbital gap (spin up / spin down): 6.5672 / 6.7977 eV
Net charge: +2
Multiplicity: 6

Geometry as XYZ:
```
72
C32H34CrGe2N3 | the Open Molecules 2025 dataset | ωB97M-V/def2-TZVPD
Cr -0.559 0.084 -1.342
C -2.623 -2.483 -0.790
C -1.320 -2.927 -1.372
C -1.054 -4.282 -1.567
C 0.124 -4.664 -2.167
C 1.020 -3.688 -2.594
C 0.710 -2.364 -2.378
N -0.435 -1.996 -1.744
C 1.567 -1.247 -2.842
C 2.813 -1.365 -3.439
C 3.487 -0.202 -3.784
C 2.936 1.045 -3.523
C 1.684 1.096 -2.929
N 1.042 -0.037 -2.631
C 0.945 2.325 -2.554
C 1.375 3.586 -2.897
C 0.603 4.683 -2.525
C -0.579 4.476 -1.849
C -0.974 3.176 -1.533
C -2.280 2.928 -0.850
N -0.207 2.128 -1.856
H -3.402 -2.529 -1.555
H -2.567 -1.456 -0.417
H -2.920 -3.125 0.036
H -1.783 -5.014 -1.245
H 0.347 -5.711 -2.325
H 1.932 -3.969 -3.099
H 3.260 -2.329 -3.628
H 4.461 -0.267 -4.251
H 3.480 1.943 -3.776
H 2.288 3.729 -3.455
H 0.922 5.684 -2.782
H -1.216 5.302 -1.567
H -3.103 3.262 -1.484
H -2.338 3.474 0.093
H -2.425 1.870 -0.625
C 3.185 -0.693 0.531
Ge 2.037 0.562 1.499
C 2.337 0.502 3.432
C 2.318 2.340 0.730
Ge -0.370 -0.049 1.389
C -1.587 1.288 2.084
C -1.073 2.484 2.588
C -1.918 3.469 3.082
C -3.292 3.276 3.066
C -3.820 2.095 2.555
C -2.975 1.112 2.068
C -0.757 -1.856 1.952
C -1.942 -2.239 2.587
C -2.148 -3.559 2.956
C -1.178 -4.519 2.693
C 0.007 -4.155 2.064
C 0.210 -2.835 1.693
H 4.209 -0.318 0.583
H 2.907 -0.754 -0.523
H 3.179 -1.694 0.958
H 3.399 0.657 3.628
H 2.050 -0.466 3.840
H 1.774 1.279 3.947
H 3.267 2.733 1.100
H 1.534 3.052 0.984
H 2.390 2.274 -0.355
H -0.003 2.656 2.619
H -1.502 4.383 3.487
H -3.951 4.040 3.455
H -4.891 1.941 2.542
H -3.412 0.208 1.658
H -2.699 -1.505 2.832
H -3.062 -3.839 3.463
H -1.339 -5.546 2.992
H 0.772 -4.896 1.874
H 1.135 -2.568 1.195
```

Atomic partial charges in e from the Löwdin method, atoms 1 to 5: 0.73, -0.01, -0.29, 0.02, 0.01



Computed, not measured: a structure of composition C4H10N2O, with ωB97M-V/def2-TZVPD.

Orbital gap: 9.2143 eV
Multiplicity: 1

Geometry as XYZ:
```
17
C4H10N2O | the Open Molecules 2025 dataset | ωB97M-V/def2-TZVPD
C -0.335 -0.814 -1.250
C -0.293 -0.957 1.223
C -1.186 1.048 0.121
C -0.178 -0.060 0.033
N 1.610 1.532 0.475
N 1.233 0.499 -0.003
O 2.470 -0.564 -0.840
H -1.032 -1.700 -1.112
H -0.739 -0.058 -1.994
H 0.750 -1.258 -1.536
H 0.024 -0.445 2.123
H 0.486 -1.645 0.885
H -1.219 -1.318 1.125
H -0.828 1.696 0.842
H -1.219 1.598 -0.797
H -2.135 0.624 0.463
H 2.591 1.823 0.242
```

Atomic partial charges in e from the Löwdin method, atoms 1 to 5: -0.06, -0.02, -0.04, -0.63, 0.20



Computed, not measured: an isolated molecule of C16H19ClN2O4S, with ωB97M-V/def2-TZVPD.

SMILES: O=S(=O)(NC[C@H](c1ccco1)N1CCOCC1)c1ccc(Cl)cc1
Orbital gap: 8.5779 eV
Multiplicity: 1

Geometry as XYZ:
```
43
C16H19ClN2O4S | the Open Molecules 2025 dataset | ωB97M-V/def2-TZVPD
O -0.507 -1.987 0.396
S -1.207 -0.900 1.008
O -1.720 -1.089 2.337
N -0.217 0.470 0.970
C 1.010 0.321 1.745
C 2.072 -0.489 0.970
C 3.284 -0.661 1.836
C 4.139 -1.715 1.966
C 5.130 -1.315 2.896
C 4.805 -0.048 3.262
O 3.692 0.359 2.625
N 2.485 0.063 -0.310
C 2.898 1.453 -0.308
C 3.630 1.723 -1.625
O 2.802 1.462 -2.734
C 2.345 0.129 -2.711
C 1.581 -0.171 -1.419
C -2.523 -0.346 -0.068
C -3.686 0.159 0.483
C -4.694 0.614 -0.349
C -4.513 0.555 -1.725
Cl -5.762 1.121 -2.766
C -3.346 0.042 -2.277
C -2.345 -0.413 -1.436
H -0.774 1.235 1.328
H 0.804 -0.195 2.693
H 1.402 1.315 1.968
H 1.662 -1.481 0.760
H 4.067 -2.657 1.463
H 5.962 -1.894 3.241
H 5.262 0.645 3.939
H 3.573 1.634 0.529
H 2.036 2.138 -0.236
H 3.921 2.772 -1.702
H 4.527 1.088 -1.671
H 1.701 0.014 -3.584
H 3.200 -0.558 -2.790
H 1.257 -1.211 -1.402
H 0.695 0.483 -1.366
H -3.791 0.173 1.556
H -5.612 1.007 0.059
H -3.229 -0.001 -3.348
H -1.431 -0.832 -1.824
```

Atomic partial charges in e from the Löwdin method, atoms 1 to 5: -0.28, 0.66, -0.29, -0.11, -0.17



Computed, not measured: a cluster of 8 separate species, C22H60O22S7 in total, with ωB97M-V/def2-TZVPD.

SMILES: CCOS(C)(=O)=O.CCOS(C)(=O)=O.CCOS(C)(=O)=O.CCOS(C)(=O)=O.CCOS(C)(=O)=O.CCOS(C)(=O)=O.CCOS(C)(=O)=O.CO
Orbital gap: 9.6303 eV
Multiplicity: 1

Geometry as XYZ:
```
111
C22H60O22S7 | the Open Molecules 2025 dataset | ωB97M-V/def2-TZVPD
C 4.776 4.475 -1.878
C 3.434 3.815 -1.698
O 3.560 2.762 -0.715
S 2.137 2.271 -0.046
C 1.852 3.595 1.140
O 1.162 2.273 -1.122
O 2.428 1.114 0.749
H 4.684 5.464 -2.328
H 5.527 3.855 -2.357
H 5.098 4.771 -0.873
H 2.619 4.474 -1.393
H 3.105 3.325 -2.617
H 2.280 4.553 0.863
H 2.240 3.175 2.064
H 0.769 3.648 1.249
C -0.315 2.080 3.507
C -1.058 1.567 4.746
O -2.115 0.725 4.414
S -2.717 -0.307 5.532
C -3.974 0.778 6.333
O -3.286 -1.449 4.837
O -1.745 -0.608 6.566
H -0.641 3.006 3.033
H -0.414 1.293 2.757
H 0.718 2.274 3.795
H -0.313 1.129 5.413
H -1.415 2.437 5.312
H -3.530 1.476 7.039
H -4.590 0.082 6.901
H -4.543 1.304 5.571
C -8.804 -1.307 0.229
C -7.384 -1.062 0.823
O -6.408 -1.522 -0.133
S -4.860 -1.603 0.358
C -4.107 -0.098 -0.436
O -4.777 -1.519 1.809
O -4.292 -2.743 -0.287
H -9.580 -1.350 0.994
H -8.797 -2.261 -0.291
H -9.068 -0.424 -0.352
H -7.146 -0.011 0.987
H -7.256 -1.667 1.719
H -3.044 -0.314 -0.430
H -4.433 0.579 0.354
H -4.602 0.053 -1.389
C 7.132 0.376 -0.062
C 5.861 0.379 -0.927
O 5.767 -0.885 -1.586
S 4.696 -0.982 -2.811
C 3.176 -1.246 -1.807
O 4.668 0.331 -3.479
O 4.998 -2.193 -3.527
H 6.943 1.030 0.787
H 7.960 0.744 -0.671
H 7.404 -0.643 0.210
H 5.081 0.481 -0.167
H 5.811 1.260 -1.560
H 2.568 -0.352 -1.909
H 3.457 -1.315 -0.759
H 2.846 -2.217 -2.166
C -1.138 2.671 -7.283
C -0.795 2.518 -5.806
O -1.372 1.419 -5.076
S -2.543 1.842 -4.022
C -1.589 2.654 -2.709
O -3.402 2.802 -4.654
O -3.090 0.633 -3.462
H -2.184 2.572 -7.574
H -0.649 1.917 -7.905
H -0.718 3.581 -7.713
H 0.252 2.211 -5.897
H -0.715 3.414 -5.195
H -1.192 3.552 -3.173
H -0.871 1.931 -2.329
H -2.231 2.878 -1.859
C 1.299 -3.940 4.471
C 1.106 -2.417 4.452
O 2.311 -1.705 4.759
S 3.564 -1.783 3.752
C 4.185 -0.060 4.031
O 4.512 -2.760 4.197
O 3.057 -1.804 2.392
H 1.926 -4.265 3.644
H 0.326 -4.431 4.475
H 1.761 -4.243 5.412
H 0.751 -2.166 3.448
H 0.272 -2.069 5.060
H 4.705 -0.116 4.988
H 3.336 0.599 4.191
H 4.869 0.172 3.221
C -1.111 -4.069 -0.430
C -1.057 -3.206 -1.698
O -1.475 -3.933 -2.864
S -0.794 -3.627 -4.320
C -1.771 -2.158 -4.723
O 0.585 -3.273 -4.152
O -1.285 -4.713 -5.134
H -0.152 -4.054 0.091
H -1.231 -5.139 -0.600
H -1.886 -3.701 0.242
H -1.449 -2.197 -1.569
H 0.018 -3.073 -1.851
H -2.769 -2.549 -4.915
H -1.349 -1.587 -5.545
H -1.882 -1.577 -3.810
C 0.107 -0.704 0.450
O 1.097 -1.698 0.208
H -0.011 -0.170 -0.494
H -0.867 -1.175 0.633
H 0.355 -0.119 1.331
H 1.638 -1.763 1.002
```

Atomic partial charges in e from the Löwdin method, atoms 1 to 5: -0.05, -0.28, -0.27, 0.63, -0.09



We obtain total energy values of -179647.795, -9331.739, -51426.614, -144672.640 eV for the records listed above, in that order.
We obtain max |F| values of 0.58, 5.50, 1.09, 2.93 eV Å⁻¹ for the records listed above, in that order.